(1)
Density functional theory data (the ωB97M-V functional and the def2-TZVPD basis) for a structure of composition C23H24N4O2S2 at a distorted geometry.

XYZ file:
```
55
Properties=species:S:1:pos:R:3:forces:R:3:nbo_charge:R:1
C 6.190 -0.597 0.536 0.56 7.40 2.64 -0.38
C 5.822 0.764 0.285 0.59 -6.83 -2.33 -0.18
C 4.979 1.169 -0.944 8.30 3.37 0.00 -0.63
H 4.992 0.451 -1.678 -0.21 -1.45 -1.83 0.25
H 5.615 2.309 -1.433 -2.01 -3.53 1.29 0.22
S 3.569 1.693 -0.371 -5.58 1.63 1.50 0.37
C 2.940 0.072 -0.182 -3.31 -0.52 -0.99 0.12
N 3.282 -0.984 -0.843 1.75 -0.82 0.83 -0.29
N 2.430 -2.006 -0.619 -2.68 1.07 1.07 -0.35
C 1.331 -1.443 0.039 2.43 -6.96 -3.18 0.53
N 0.147 -2.294 0.275 0.96 6.52 2.17 -0.42
C -0.860 -1.482 0.772 4.86 2.44 0.37 0.64
O -1.872 -1.805 1.198 -7.76 -5.28 1.60 -0.59
C -0.706 -0.089 1.142 4.46 6.90 -3.21 -0.13
C 0.495 0.691 0.614 -1.32 -2.74 2.59 0.01
N 1.609 -0.197 0.256 -1.67 4.78 1.73 -0.40
S 0.554 2.428 1.059 -0.96 -2.99 -0.48 0.50
C -1.026 2.199 1.696 -4.01 -1.58 0.04 -0.22
C -1.732 0.927 1.615 8.85 0.46 -0.83 -0.01
C -2.907 0.549 2.288 -2.84 1.94 -0.55 -0.50
H -3.384 -0.103 1.571 -0.46 -0.98 0.55 0.25
H -2.737 0.123 3.295 -0.39 0.22 -0.58 0.25
C -3.824 1.820 2.189 1.30 0.97 0.66 0.33
C -4.944 1.631 3.190 -4.95 4.00 -8.97 -0.60
H -5.703 0.908 2.542 1.73 1.38 2.83 0.23
H -4.773 1.698 4.147 1.18 -1.12 5.14 0.22
H -5.564 2.812 3.099 1.36 -3.39 0.09 0.19
C -4.342 2.149 0.680 10.39 6.48 4.39 -0.60
H -4.577 3.175 0.785 -1.25 0.87 -0.24 0.23
H -4.956 1.510 0.527 -8.04 -7.34 -2.69 0.18
H -3.458 2.160 -0.012 -0.85 -0.52 0.51 0.22
O -3.032 3.108 2.657 -5.52 -3.64 2.39 -0.56
C -1.922 3.369 2.086 6.58 3.97 -1.34 -0.04
H -1.228 4.113 2.806 -1.64 -1.76 -1.29 0.16
H -2.061 4.078 1.222 0.24 -0.65 -0.04 0.15
C -0.158 -3.613 -0.203 2.63 0.34 2.34 -0.23
H 0.889 -3.795 -0.443 0.13 -1.89 0.18 0.25
H -0.568 -4.178 0.772 0.52 0.79 -2.94 0.26
C -0.804 -3.403 -1.512 -3.43 -2.13 -0.45 -0.49
C -0.138 -2.459 -2.374 -0.08 6.92 -0.51 0.08
C -0.698 -0.983 -2.092 15.56 -6.64 -8.63 -0.23
C 0.074 -0.170 -2.838 -4.66 7.82 -0.36 -0.10
C 1.197 -0.201 -3.678 -2.14 2.01 2.34 -0.26
C 1.691 -1.400 -3.712 -3.57 -3.51 1.57 -0.13
C 0.989 -2.553 -3.236 -5.66 9.25 2.29 -0.22
H 1.237 -3.412 -3.079 4.49 -9.87 0.08 0.18
H 2.457 -1.594 -4.233 6.11 -1.45 -3.73 0.19
H 1.559 0.755 -4.031 0.32 -0.47 -0.33 0.24
H -0.535 1.060 -2.980 1.90 -3.35 0.79 0.14
H -1.498 -0.896 -1.750 -12.31 2.03 5.62 0.16
H -1.901 -3.124 -1.334 1.39 -0.25 -0.48 0.22
H -0.802 -4.320 -2.047 -0.39 -1.42 -0.29 0.23
H 6.056 1.545 0.882 0.94 2.17 2.08 0.19
H 6.777 -0.851 1.453 -0.65 0.27 -0.97 0.20
H 5.829 -1.311 -0.053 -1.20 -2.91 -2.43 0.20
```
Forces are in eV/Å.

Output
LUMO level   -0.05 eV
Calculated total energy   -2056.1101 Ha
Relative energy (zero: lowest compared OMol25 entry of this formula, charge and spin)   1687.1 kJ/mol
Strongest force on any atom   0.36934 hartree/bohr
Net charge   0
Spin multiplicity   1

---

(2)
Density functional theory data (the ωB97M-V functional and the def2-TZVPD basis) for the molecule C23H24N4O2S2 at a distorted geometry.

XYZ file:
```
55
Properties=species:S:1:pos:R:3:forces:R:3:nbo_charge:R:1
C 5.355 -3.169 -2.671 0.10 0.01 -0.08 -0.39
C 4.977 -3.879 -1.626 -0.14 0.03 0.08 -0.19
C 3.716 -3.700 -0.855 -0.42 0.20 0.10 -0.54
H 3.923 -3.471 0.193 -0.02 -0.12 -0.03 0.25
H 3.104 -4.603 -0.885 0.08 0.02 0.10 0.25
S 2.672 -2.339 -1.488 0.46 -0.08 -0.28 0.25
C 1.406 -2.502 -0.323 0.08 -0.21 0.13 0.16
N 1.334 -3.376 0.639 0.85 0.03 -0.71 -0.30
N 0.202 -3.158 1.337 -1.24 0.21 0.59 -0.33
C -0.409 -2.144 0.795 0.73 -0.43 -0.50 0.53
N -1.572 -1.555 1.182 -0.46 0.14 -0.09 -0.43
C -2.141 -0.491 0.494 0.21 -0.32 -0.09 0.68
O -3.169 0.023 0.884 -0.15 0.18 0.12 -0.61
C -1.382 -0.054 -0.674 0.60 -0.11 -0.33 -0.22
C -0.166 -0.617 -1.009 -0.42 0.67 -0.41 0.06
N 0.304 -1.677 -0.295 -0.05 -0.75 0.90 -0.40
S 0.624 0.158 -2.332 -0.50 0.10 0.30 0.48
C -0.711 1.261 -2.459 -0.12 -0.29 0.34 -0.22
C -1.683 1.037 -1.534 0.32 -0.02 -0.36 0.00
C -2.836 1.976 -1.533 0.12 0.20 -0.08 -0.47
H -3.478 1.761 -2.392 -0.07 0.00 0.01 0.22
H -3.423 1.863 -0.624 -0.05 0.07 -0.09 0.26
C -2.301 3.422 -1.650 -0.42 0.15 0.41 0.28
C -1.685 3.840 -0.310 -0.06 -0.08 -0.40 -0.63
H -1.254 4.833 -0.402 0.05 0.11 0.01 0.22
H -2.441 3.848 0.470 -0.10 0.01 0.12 0.21
H -0.894 3.147 -0.031 0.11 -0.08 0.06 0.21
C -3.447 4.366 -2.026 0.40 -0.23 -0.02 -0.62
H -3.077 5.386 -2.076 0.01 0.13 0.01 0.22
H -4.240 4.308 -1.286 -0.12 0.01 0.10 0.21
H -3.849 4.099 -3.000 -0.06 -0.04 -0.09 0.21
O -1.277 3.568 -2.647 -0.02 0.25 0.09 -0.54
C -0.859 2.430 -3.367 0.04 -0.08 -0.34 -0.09
H 0.084 2.709 -3.843 -0.10 -0.07 -0.05 0.21
H -1.592 2.189 -4.158 0.17 0.05 0.08 0.18
C -2.019 -1.829 2.540 -0.26 0.00 0.33 -0.21
H -3.110 -1.841 2.545 0.14 -0.09 0.01 0.23
H -1.622 -2.807 2.808 -0.12 0.07 -0.01 0.24
C -1.488 -0.733 3.489 0.00 -0.07 -0.15 -0.45
C -0.080 -0.375 3.098 0.01 0.18 0.26 0.06
C 0.987 -1.191 3.449 0.02 0.17 0.06 -0.23
C 2.254 -0.944 2.951 0.06 -0.07 0.05 -0.20
C 2.469 0.120 2.090 0.09 0.04 -0.06 -0.23
C 1.417 0.955 1.755 0.05 0.08 -0.10 -0.21
C 0.152 0.711 2.261 0.00 0.00 0.12 -0.26
H -0.669 1.363 1.994 -0.10 0.07 -0.02 0.21
H 1.580 1.792 1.091 0.01 0.08 -0.05 0.21
H 3.453 0.298 1.681 0.09 0.02 -0.01 0.22
H 3.071 -1.596 3.220 0.07 -0.06 0.02 0.22
H 0.820 -2.040 4.094 -0.03 -0.13 0.06 0.22
H -1.530 -1.107 4.512 -0.05 0.02 0.04 0.22
H -2.129 0.146 3.406 0.00 -0.04 0.07 0.23
H 5.597 -4.682 -1.246 0.12 -0.05 -0.04 0.21
H 6.285 -3.360 -3.178 0.18 -0.06 -0.07 0.21
H 4.748 -2.368 -3.060 -0.09 0.16 -0.10 0.19
```
Forces are in eV/Å.

Output
LUMO level   0.36 eV
Calculated total energy   -2056.7240 Ha
Relative energy (zero: lowest compared OMol25 entry of this formula, charge and spin)   75.6 kJ/mol
Strongest force on any atom   0.02692 hartree/bohr
Net charge   0
Spin multiplicity   1
SMILES   C=CCSc1nnc2n(CCc3ccccc3)c(=O)c3c4c(sc3n12)COC(C)(C)C4